{
  "formula": "C51H125N11O5",
  "method": "ωB97M-V with the def2-TZVPD basis set",
  "relative_energy_ev": 10.535,
  "largest_force_ev_per_a": 13.98,
  "species": ["C", "C", "N", "C", "C", "C", "C", "H", "H", "H", "H", "H", "H", "H", "H", "H", "H", "H", "H", "H", "H", "H", "C", "C", "N", "C", "C", "C", "C", "H", "H", "H", "H", "H", "H", "H", "H", "H", "H", "H", "H", "H", "H", "H", "C", "C", "N", "C", "C", "C", "C", "H", "H", "H", "H", "H", "H", "H", "H", "H", "H", "H", "H", "H", "H", "H", "C", "C", "N", "C", "C", "C", "C", "H", "H", "H", "H", "H", "H", "H", "H", "H", "H", "H", "H", "H", "H", "H", "C", "C", "N", "C", "C", "C", "C", "H", "H", "H", "H", "H", "H", "H", "H", "H", "H", "H", "H", "H", "H", "H", "C", "C", "N", "C", "C", "C", "C", "H", "H", "H", "H", "H", "H", "H", "H", "H", "H", "H", "H", "H", "H", "H", "C", "C", "O", "N", "C", "H", "H", "H", "H", "H", "H", "H", "C", "C", "O", "N", "C", "H", "H", "H", "H", "H", "H", "H", "C", "C", "O", "N", "C", "H", "H", "H", "H", "H", "H", "H", "C", "C", "O", "N", "C", "H", "H", "H", "H", "H", "H", "H", "C", "C", "O", "N", "C", "H", "H", "H", "H", "H", "H", "H"],
  "positions_angstrom": [[-3.481233, 2.200455, -2.711418], [-3.202484, 1.605432, -1.320216], [-3.472691, 2.542601, -0.230485], [-2.620309, 3.729850, -0.207547], [-1.193392, 3.390663, 0.183199], [-4.874530, 2.891059, -0.076087], [-5.269115, 3.227861, 1.370648], [-3.562886, 1.452130, -3.505585], [-2.601754, 2.793431, -2.976167], [-4.364580, 2.826822, -2.827643], [-3.764557, 0.695875, -1.094042], [-2.158929, 1.290808, -1.248257], [-2.646957, 4.241169, -1.181636], [-3.041516, 4.480763, 0.462346], [-1.182015, 2.796562, 1.099917], [-0.712586, 2.822269, -0.611539], [-0.617442, 4.298915, 0.373951], [-5.516220, 2.054560, -0.359379], [-5.136537, 3.742658, -0.720128], [-6.358912, 3.290845, 1.424961], [-4.926819, 4.207922, 1.704633], [-4.926367, 2.430528, 2.027116], [1.794563, -3.466953, -4.163638], [2.810756, -3.319363, -3.032945], [4.112759, -2.841624, -3.508028], [4.077459, -1.623945, -4.305033], [3.615901, -0.399002, -3.505112], [5.117784, -2.891341, -2.442844], [6.527354, -2.712090, -3.006591], [1.574524, -2.532280, -4.684348], [0.840343, -3.769502, -3.737073], [2.179832, -4.151856, -4.921008], [2.356303, -2.632429, -2.307023], [2.957794, -4.315827, -2.616257], [5.086489, -1.481931, -4.690959], [3.452581, -1.831155, -5.171765], [4.390382, -0.182349, -2.758853], [3.593238, 0.511017, -4.107701], [2.695708, -0.564796, -2.946552], [5.083597, -3.874285, -1.969639], [4.879316, -2.173009, -1.645363], [7.225972, -2.875196, -2.178194], [6.742171, -1.697258, -3.334846], [6.712507, -3.484506, -3.748150], [-5.011980, -2.211419, 5.317614], [-5.508961, -1.355968, 4.151582], [-5.421819, -2.026334, 2.855055], [-4.101437, -2.592130, 2.605733], [-4.060914, -3.500616, 1.363776], [-5.780521, -1.099444, 1.788992], [-7.254537, -0.712909, 1.761446], [-5.361573, -1.711806, 6.222196], [-3.925298, -2.168166, 5.387334], [-5.366962, -3.236399, 5.234289], [-6.534380, -1.034875, 4.348337], [-4.947698, -0.406679, 4.126722], [-3.324369, -1.816531, 2.470437], [-3.758445, -3.166313, 3.463901], [-4.014011, -2.879542, 0.470449], [-3.221214, -4.188360, 1.440753], [-4.986948, -4.067851, 1.253595], [-5.574786, -1.533012, 0.810273], [-5.140119, -0.199182, 1.819009], [-7.581326, -0.116296, 2.610713], [-7.876420, -1.602960, 1.663608], [-7.396921, -0.132816, 0.845609], [-3.231943, -5.681774, -4.345739], [-3.275705, -5.472937, -2.848238], [-2.238381, -4.569734, -2.296821], [-0.954318, -5.233100, -2.120454], [-0.100602, -4.552363, -1.061034], [-2.155507, -3.247965, -2.885873], [-3.346627, -2.396094, -2.491185], [-4.116833, -6.283498, -4.580370], [-2.319847, -6.179183, -4.672510], [-3.388315, -4.769033, -4.921413], [-4.221407, -5.000393, -2.569784], [-3.185791, -6.390385, -2.270849], [-0.379995, -5.311442, -3.057058], [-1.148655, -6.252092, -1.780969], [-0.631676, -4.466855, -0.110235], [0.262741, -3.549988, -1.301817], [0.797326, -5.149786, -0.872306], [-1.274138, -2.734030, -2.490391], [-2.006495, -3.308878, -3.975485], [-3.512648, -2.401468, -1.415899], [-3.255387, -1.370641, -2.858351], [-4.261432, -2.776462, -2.959203], [2.518272, 3.893025, 0.675809], [3.707790, 3.552875, 1.586852], [4.834741, 4.446772, 1.338154], [4.557749, 5.837453, 1.761440], [4.091667, 6.011191, 3.213450], [6.082633, 3.956438, 1.939541], [7.300200, 4.572232, 1.278494], [1.814417, 3.062065, 0.705709], [2.883283, 4.083138, -0.332060], [2.025701, 4.816009, 0.985542], [3.404498, 3.489079, 2.640612], [4.054270, 2.547782, 1.325930], [5.439987, 6.440730, 1.539313], [3.839427, 6.226545, 1.035718], [4.844885, 5.689461, 3.929192], [3.892900, 7.059855, 3.445282], [3.133474, 5.506487, 3.318315], [6.107696, 2.865845, 1.817113], [6.090875, 4.004155, 3.038423], [7.546341, 5.535221, 1.732048], [7.260044, 4.716357, 0.202358], [8.153644, 3.919180, 1.485645], [1.891676, -3.975022, 5.388086], [1.361009, -3.725048, 3.975345], [2.428623, -3.650313, 2.968523], [3.046452, -4.967643, 2.768301], [2.184181, -6.051804, 2.130640], [1.890274, -3.074269, 1.735749], [2.993593, -2.918243, 0.686072], [2.306003, -4.977301, 5.492742], [1.047243, -3.969767, 6.090774], [2.542389, -3.218078, 5.821541], [0.583678, -4.437010, 3.679547], [0.913732, -2.728548, 4.054264], [3.951623, -4.847159, 2.171058], [3.395060, -5.332307, 3.732704], [1.249991, -6.280342, 2.650070], [1.834864, -5.735708, 1.141711], [2.721253, -6.993346, 2.022341], [1.519603, -2.072897, 1.963543], [1.065945, -3.714146, 1.393749], [3.825419, -2.384029, 1.149057], [2.711983, -2.314542, -0.177944], [3.287370, -3.898561, 0.311822], [1.361203, 1.272910, -1.103564], [0.465548, 0.072015, -0.976001], [0.200516, -0.627658, -1.950107], [-0.054936, -0.107624, 0.249997], [-0.969698, -1.182204, 0.556112], [1.403469, 1.846553, -0.172055], [1.144149, 1.909620, -1.953466], [2.415043, 0.977104, -1.180406], [0.162984, 0.529577, 1.002582], [-0.488622, -1.978833, 1.125458], [-1.410897, -1.640936, -0.326308], [-1.806651, -0.828378, 1.160505], [1.635751, 3.461828, 3.185766], [1.954160, 2.071657, 2.692980], [1.137378, 1.163401, 2.838913], [3.176585, 1.906099, 2.161698], [3.662862, 0.592025, 1.718096], [2.189652, 4.231543, 2.641520], [1.870270, 3.585612, 4.242097], [0.586824, 3.677899, 2.990635], [3.909606, 2.503282, 2.512776], [4.275016, 0.173545, 2.518061], [4.275714, 0.690167, 0.825046], [2.787485, -0.029786, 1.554014], [-2.212697, 1.413478, 3.481881], [-2.135174, 0.666328, 4.807669], [-3.082131, 0.645590, 5.581681], [-0.947625, 0.091223, 5.103902], [-0.619308, -0.579658, 6.350009], [-3.066560, 2.077524, 3.451724], [-2.255968, 0.706108, 2.650435], [-1.267696, 1.938915, 3.327288], [-0.185494, 0.184982, 4.450317], [0.291491, -0.072976, 6.689328], [-0.402803, -1.637197, 6.204004], [-1.377749, -0.383279, 7.100815], [0.297069, 4.241782, -2.077042], [-0.882297, 5.188907, -2.065718], [-1.171716, 5.824237, -1.047589], [-1.596881, 5.277632, -3.189790], [-2.724312, 6.168965, -3.297398], [0.217856, 3.535688, -1.252203], [1.253117, 4.750007, -1.988124], [0.252058, 3.628832, -2.982454], [-1.368486, 4.706966, -3.998089], [-3.677368, 5.682216, -3.084325], [-2.804163, 6.526473, -4.329667], [-2.624687, 7.085891, -2.724802], [-0.715973, 3.183030, -7.491750], [-0.641382, 2.643670, -6.084599], [-1.210467, 3.169152, -5.129095], [0.162575, 1.577831, -5.907521], [0.379715, 0.977931, -4.611275], [-1.290404, 2.530033, -8.146334], [0.313979, 3.336935, -7.822049], [-1.174222, 4.168255, -7.535837], [0.640774, 1.189088, -6.701083], [-0.514052, 1.111710, -4.005923], [1.213011, 1.444545, -4.080267], [0.608872, -0.081831, -4.693200]],
  "forces_ev_per_angstrom": [[0.8, -0.4, -0.5], [-0.5, 0.4, 0.2], [0.0, -0.2, 0.8], [-0.4, -0.2, -0.5], [-0.4, -0.3, 1.1], [-0.1, 0.2, 0.4], [-0.2, 0.1, -0.5], [0.1, -0.2, 0.2], [-0.3, 0.2, -0.2], [-0.1, 0.0, 0.5], [-0.3, 0.1, -0.2], [0.1, 0.1, -0.1], [-0.2, -0.4, 0.3], [0.0, -0.2, 0.3], [-0.2, -0.2, 0.0], [-0.8, -0.5, 0.9], [-0.1, -0.2, -0.1], [0.2, -0.1, -0.3], [-0.2, 0.0, -0.1], [0.0, -0.2, 0.0], [0.4, -0.1, 0.1], [0.0, 0.1, 0.2], [0.1, 0.3, -0.1], [-0.1, 0.6, -1.0], [-0.1, -1.0, 0.3], [0.0, -0.2, 0.5], [1.0, 0.1, 0.1], [-0.1, 0.3, -0.7], [0.0, 0.0, 1.3], [0.1, 0.1, 0.2], [0.0, -0.4, -0.2], [-0.3, -0.2, 0.1], [0.1, -0.2, 0.4], [0.0, 0.1, 0.4], [0.0, 0.2, -0.1], [-0.1, 0.2, 0.0], [-0.1, -0.1, 0.1], [-0.4, -0.1, -0.1], [-0.2, 0.1, -0.4], [-0.2, -0.1, -0.1], [0.2, 0.2, 0.1], [0.0, -0.1, -0.1], [-0.1, -0.1, -0.4], [0.1, 0.3, -0.3], [0.0, 0.9, -0.1], [0.3, 0.2, 0.1], [0.1, 0.0, -0.2], [0.2, -0.3, -0.3], [-0.5, 0.5, 0.3], [-0.2, 0.0, -0.1], [0.2, 0.1, -0.4], [-0.1, -0.4, 0.1], [0.0, -0.3, -0.1], [-0.1, 0.0, 0.2], [-0.1, -0.4, -0.2], [0.2, -0.1, 0.1], [-0.1, 0.2, 0.1], [-0.3, 0.0, 0.1], [0.4, -0.3, -0.1], [0.1, 0.1, -0.3], [0.0, -0.1, 0.3], [0.1, -0.3, 0.1], [0.0, 0.1, 0.2], [0.0, 0.0, 0.0], [0.0, 0.0, 0.2], [-0.2, 0.2, 0.1], [-0.7, -0.4, -0.1], [0.5, 1.7, 0.6], [0.1, -0.8, 0.3], [0.0, 0.4, 0.1], [0.5, 0.0, 0.3], [0.3, 0.1, 0.4], [-0.7, 0.0, -0.8], [0.3, -0.3, -0.2], [-0.1, 0.0, -0.1], [0.3, 0.2, 0.2], [-0.2, -0.3, -0.1], [-0.1, -0.2, -0.2], [0.0, -0.1, 0.0], [0.0, 0.0, -0.1], [-0.2, -0.1, -0.1], [-0.2, 0.0, -0.3], [0.0, 0.0, 0.0], [0.1, -0.2, -0.1], [-0.2, 0.2, 0.0], [0.2, 0.0, 0.0], [0.2, 0.0, 0.2], [0.0, 0.0, 0.1], [0.8, 0.6, -0.1], [4.3, 7.2, -6.0], [0.2, 1.6, 0.6], [0.4, 0.0, -0.7], [-0.1, 0.5, -0.7], [-0.8, -0.7, -0.6], [0.9, 0.0, 1.0], [0.0, 0.8, -0.2], [0.1, -0.3, 0.0], [-0.2, -0.1, -0.1], [1.5, 3.7, -0.6], [2.7, 3.9, -4.4], [0.2, -0.1, 0.3], [-0.3, 0.1, 0.3], [-0.2, -0.3, 0.1], [0.1, 0.0, -0.2], [0.3, 0.0, 0.5], [0.0, 0.0, -0.6], [0.2, 0.7, 0.1], [0.0, 0.0, -0.1], [-0.5, -0.2, 0.0], [0.1, 0.1, 0.0], [-1.0, -0.8, 0.5], [0.9, 1.1, 0.5], [-0.2, -0.2, 0.3], [0.2, -0.1, 0.1], [-0.7, 0.1, -0.5], [0.6, 0.0, -0.1], [-0.3, 0.0, 0.1], [0.3, 0.1, 0.1], [-0.1, -0.1, -0.2], [0.4, 0.0, -0.6], [-0.1, -0.1, 0.2], [-0.2, -0.1, -0.5], [0.0, 0.1, 0.0], [0.0, 0.1, 0.1], [0.2, 0.1, 0.4], [0.3, -0.1, -0.1], [0.1, 0.1, 0.0], [-0.2, -0.1, 0.2], [-0.1, 0.3, -0.4], [0.2, -0.3, 0.0], [-0.4, -0.1, 0.1], [0.3, 0.1, -0.1], [1.2, -0.1, 0.9], [-0.2, 0.4, -0.5], [0.1, -0.2, 0.2], [-0.3, -0.4, 0.0], [-0.5, -0.4, 0.4], [-0.6, -0.2, -0.5], [-0.2, -0.2, 0.0], [-0.2, -0.4, -0.4], [0.1, 0.0, 0.0], [0.1, 0.0, 0.0], [0.3, 0.2, -0.3], [0.1, 0.2, 0.0], [-0.9, 0.9, 0.2], [-0.4, -0.9, 1.8], [-0.6, -0.2, -0.8], [-3.9, -11.9, 6.1], [-0.9, 0.0, 0.9], [-1.5, -0.3, 1.2], [-0.2, -0.2, 0.2], [-0.2, -0.3, 0.3], [-0.8, -3.9, 2.6], [-0.1, -0.3, -0.1], [0.0, 0.1, -0.3], [0.2, -0.3, -0.2], [0.8, -0.6, 0.1], [-0.6, 0.5, 0.2], [0.1, -0.2, 0.0], [0.2, -0.4, -0.4], [0.5, 1.0, -0.2], [0.0, 0.0, 0.1], [-0.3, 0.0, 0.0], [-0.2, 0.2, 0.0], [-0.1, 0.2, -0.2], [0.0, -0.4, 0.3], [-0.2, -0.1, 0.1], [-0.2, -0.3, -0.2], [0.0, -0.4, -0.9], [0.6, 0.7, 1.2], [0.6, 0.5, -0.9], [-0.1, 0.2, -0.5], [-0.4, 0.4, -1.0], [0.7, 1.2, -0.8], [0.0, 0.3, -0.2], [0.3, 0.2, -0.2], [0.0, 0.0, 0.2], [0.0, 0.0, 0.3], [0.1, -0.3, 0.0], [0.2, -0.3, 0.5], [0.2, 0.4, 0.0], [0.0, 0.4, 0.5], [0.0, 0.0, -0.3], [0.0, -0.2, -0.3], [0.0, 0.0, 0.4], [0.3, -0.2, -0.1], [-0.1, -0.3, -0.4], [-0.2, -0.1, 0.4], [0.0, 0.0, -0.1], [0.0, -0.1, 0.0], [0.0, 0.1, -0.1], [-0.1, 0.0, -0.1]]
}